16
Properties=species:S:1:pos:R:3 method="wB97M-V/def2-TZVPD" relative_energy_ev=0.979 charge=+1 smiles="O[C@]12C=CC=C[C@H]1[NH2+]2" energy_ev=-9879.4016 lumo_ev=-4.330 homo_lumo_gap_ev=9.46 largest_force_ha_per_bohr=0.128
O 2.23758 0.54495 0.44731
C 0.98352 0.22823 0.14362
C -0.02939 1.55041 -0.04608
C -1.28248 1.14709 -0.13381
C -1.85421 -0.15643 0.22392
C -1.04006 -1.17177 0.58611
C 0.40483 -1.05478 0.42548
N 0.96118 -0.70824 -0.97711
H 2.58366 1.22566 1.16815
H 0.45033 2.38531 -0.37399
H -2.16563 1.85673 -0.37426
H -2.88687 -0.31209 0.16158
H -1.38297 -2.07856 0.99398
H 1.06750 -1.75480 0.84147
H 1.74538 -1.12681 -1.33173
H 0.20762 -0.57490 -1.75464